Entry from the Open Molecules 2025 dataset: a cluster of 2 separate species, C4H7NO in total (the ωB97M-V functional and the def2-TZVPD basis).

The geometry in XYZ format:
```
13
Properties=species:S:1:pos:R:3:forces:R:3
H -1.803873 0.149115 -2.025379 0.1668 -0.0038 0.0036
H -0.453499 1.290195 -2.089386 -0.0282 -0.1552 -0.0231
C -0.716812 0.232087 -2.005216 -0.1071 0.0650 -0.2374
O -0.546663 -1.784351 -0.522544 0.1126 0.5936 -0.0828
C 0.101654 0.575612 -0.152993 0.0129 -0.2255 -0.0850
C 0.383500 0.229731 2.246670 0.1881 -0.0143 0.0121
H 0.462693 1.295781 2.470910 0.0133 -0.1566 0.0056
H 1.085946 0.968851 -0.396616 -0.1040 -0.0331 -0.0308
H 1.192848 -1.383823 1.695414 0.0640 0.0882 0.0048
C -0.285529 -0.615868 -0.666510 0.0019 -0.2533 0.2357
H -0.603244 -0.224937 2.391345 0.1706 -0.0003 -0.0199
H -0.243152 -0.330785 -2.813580 -0.0453 0.0522 0.1574
N 1.426130 -0.401607 1.867886 -0.4457 0.0430 0.0598
```
Positions in Å, forces in eV/Å.

Values from the calculation:
Relative energy (zero: lowest compared OMol25 entry of this formula, charge and spin) = 118.9 kcal per mole
Spin multiplicity = 1
Maximum force = 0.61 eV Å⁻¹
Gap between HOMO and LUMO = 10.010 eV
Highest occupied orbital energy = -9.573 eV

---

Entry from the Open Molecules 2025 dataset: the ion C7H14NO with charge +1 in a non-equilibrium geometry (the ωB97M-V functional and the def2-TZVPD basis).

The geometry in XYZ format:
```
23
Properties=species:S:1:pos:R:3:forces:R:3
H 2.150796 -0.863226 -1.306259 -0.1689 0.3146 -0.3762
H -2.562004 -1.291892 -0.482105 0.5466 1.6829 -0.1623
H -2.398459 0.369948 -1.388607 -0.4949 -0.6284 -0.3749
H 0.573675 -2.291455 1.239747 -1.4654 1.6445 -0.4182
H 1.244673 2.376545 -1.008722 0.2715 -0.0268 0.2393
H 2.452509 -1.278367 0.233413 -0.4236 -1.3787 1.8011
O -1.665449 1.643439 0.856364 -0.2546 3.2472 0.4611
H 1.201203 1.109011 -2.206827 0.3379 -0.7518 -0.5588
H -3.625967 0.033358 -0.120550 -0.2380 0.4066 -0.1096
H 0.147505 1.613910 1.596128 0.9689 -0.1523 -0.6781
C 0.936848 0.381098 -0.079295 0.2340 0.0058 -0.7576
H 3.093896 0.115178 -0.264764 0.8186 1.4489 -0.1024
H -1.224232 -1.882964 1.397978 0.2854 -0.8106 -0.3046
C -1.638900 0.484135 0.469030 2.6462 -5.2436 0.3224
C 2.192425 -0.427546 -0.312009 -0.5779 -0.6390 -1.1278
H -0.364406 -2.299260 -0.224669 -0.4491 0.8219 1.0097
H -0.269920 1.547106 -1.288057 0.6264 0.4071 -0.7582
H 1.325734 0.535805 2.013033 1.8774 -1.1863 1.9115
C -0.338225 -1.738676 0.766520 0.7581 -2.4126 0.4670
C -0.293485 -0.300649 0.536986 0.9289 2.8112 -2.2594
C -2.610010 -0.154798 -0.449565 -1.1580 -1.0285 -0.2255
C 0.831283 1.404337 -1.257756 -2.5501 0.2654 2.3741
N 0.840516 0.914955 1.279991 -2.5192 1.2026 -0.3728
```
Positions in Å, forces in eV/Å.

Values from the calculation:
Net charge = +1
Relative energy (zero: lowest compared OMol25 entry of this formula, charge and spin) = 0.0 kcal per mole
Spin multiplicity = 3
Maximum force = 5.88 eV Å⁻¹
Gap between HOMO and LUMO (spin up / spin down) = 7.513 / 7.404 eV
Highest occupied orbital energy (spin up / spin down) = -11.046 / -15.050 eV

---

Entry from the Open Molecules 2025 dataset: a structure of composition C13H24Cl2HoNO4P2 in a non-equilibrium geometry (the ωB97M-V functional and the def2-TZVPD basis).

The geometry in XYZ format:
```
47
Properties=species:S:1:pos:R:3:forces:R:3
H 2.566507 0.098694 -1.842183 0.1328 -1.1008 0.2800
O 0.628302 2.304658 1.698799 -0.5970 -0.7566 0.8281
H -0.903836 4.591399 -0.915326 0.1697 -0.1607 0.0783
C 0.090429 1.554351 4.008025 0.2013 0.0198 -0.2148
H -3.271194 -0.469728 -2.539054 0.0789 -0.1588 0.4014
P 2.410423 -0.876255 0.404893 0.5638 -0.7691 -0.8137
Cl -1.290058 2.610800 4.397904 0.4234 -0.0760 0.0513
H -0.196416 -3.329309 -4.588029 0.0424 0.1099 0.2020
O -0.372581 3.823284 -0.649669 -0.1577 0.4352 0.7955
H 4.807817 -1.256084 0.508693 -0.1519 0.2606 -0.0447
H 3.563139 -3.019804 0.557362 -0.4773 0.1214 0.0403
H 4.254844 0.019474 1.631666 0.2152 -0.0561 -0.1610
C -1.285080 -1.181059 -2.202412 0.2658 -0.0127 0.2827
C 1.045237 -2.292525 -3.152865 0.2817 -0.0027 0.1501
H 1.941746 2.197251 -2.190884 -0.1498 0.3037 0.0396
C 0.098270 1.443803 2.496701 -0.0860 -0.2502 -0.7540
C -1.345143 -2.109384 -3.230029 0.2074 0.0450 -0.2041
H 3.176944 -1.618895 -1.775279 -0.1183 0.3757 -0.1564
C -2.720752 2.149412 -2.257967 0.2075 0.3021 0.0987
H -0.117534 0.555918 4.391766 -0.0108 0.2593 0.1243
C -0.165275 -2.646719 -3.741041 -0.1814 0.0766 0.1998
H -4.338198 0.118146 0.423340 -0.0060 0.2027 -0.0222
H -3.041661 -1.282129 -0.950796 0.2387 0.2196 -0.5134
C -2.583230 -0.584937 -1.685704 0.1262 -0.2545 0.2596
H -4.905430 1.263030 -0.840511 0.2361 -0.0925 0.1895
H 1.793226 -3.247414 0.256895 0.2061 0.1305 0.2359
Cl 1.673789 2.078501 4.600233 -0.5014 0.0615 -0.0583
C 2.549054 -2.666195 0.804639 -0.4782 0.0804 0.3143
H -2.612708 3.194488 -1.945859 -0.1489 -0.2091 -0.1922
O 1.232477 2.210650 -1.536582 -0.2287 0.8815 -0.2776
H -3.732160 1.988011 -2.653737 0.3308 0.0786 -0.0144
H 4.435102 0.391722 -0.095296 -0.0251 -0.0711 0.1595
C 4.150595 -0.386123 0.619978 0.0338 0.4840 0.3855
C 1.056611 -1.410351 -2.078517 -0.2859 0.1795 -0.3578
H 1.998787 -2.672022 -3.527286 -0.3961 0.0214 0.1036
P -2.483803 1.052540 -0.809466 -0.9713 -0.5176 -1.3132
Ho 0.179987 0.885418 -0.038681 0.3106 0.1781 0.6308
H 0.732824 3.117921 -1.473120 0.8721 -1.0416 -0.1808
H 2.370632 -2.779118 1.884518 0.1076 -0.1639 -0.3513
C -4.144166 1.073887 -0.073466 0.0849 0.2339 0.6778
O -0.468688 0.391322 2.018993 0.3170 0.8051 0.4001
C 2.366528 -0.946832 -1.463103 -0.1797 0.4263 -0.3694
N -0.095699 -0.833934 -1.631179 -0.1872 -0.6284 -0.4666
H -4.171568 1.864530 0.684989 -0.2321 -0.1406 -0.1460
H -2.318039 -2.372757 -3.637205 0.2421 0.0028 -0.0174
H -0.065514 3.993366 0.267762 -0.1561 0.0970 -0.4280
H -1.972938 1.935403 -3.032411 -0.1691 0.0708 0.1289
```
Positions in Å, forces in eV/Å.

Values from the calculation:
Net charge = +2
Relative energy (zero: lowest compared OMol25 entry of this formula, charge and spin) = 0.0 kcal per mole
Spin multiplicity = 5
Maximum force = 1.71 eV Å⁻¹
Gap between HOMO and LUMO (spin up / spin down) = 9.500 / 9.534 eV
Highest occupied orbital energy (spin up / spin down) = -15.763 / -15.765 eV

---

Entry from the Open Molecules 2025 dataset: a structure of composition C54H55As2BrHfN2S4 in a non-equilibrium geometry (the ωB97M-V functional and the def2-TZVPD basis).

The geometry in XYZ format:
```
119
Properties=species:S:1:pos:R:3:forces:R:3
C 6.543679 -1.930434 2.708366 0.2964 -0.0930 0.0009
Hf -0.074417 -0.045591 0.719283 0.9266 -0.7116 0.6370
H 1.947645 -4.456208 -3.103580 0.0563 -0.1141 -0.0158
C 5.123973 2.311134 3.058822 0.0287 -0.2181 -0.0193
H 1.231257 4.267798 -2.125125 0.0683 0.0411 -0.0720
C -1.197152 -5.237042 0.432179 -0.0326 -0.0011 -0.0463
H 0.810693 -0.996693 -2.140801 0.0046 -0.0545 -0.1014
C 4.457580 -2.421122 3.760184 0.1226 -0.1383 0.0806
H 7.594610 -2.143704 2.558775 0.0863 0.0337 0.0270
C 5.449431 -0.174419 -1.010006 -0.1122 -0.1315 0.1505
H -1.696498 -4.761717 3.145984 -0.0273 -0.1874 0.0664
H -0.577656 -6.912852 -0.745836 0.0292 -0.1373 -0.0089
C 4.530319 0.779965 -0.587043 -0.0421 -0.1138 0.0059
C 6.169501 -0.003471 -2.179627 0.1659 -0.0311 -0.1532
C -1.530071 -3.696679 2.999370 -0.0072 0.1397 -0.1986
S -0.751045 2.856529 4.516314 -0.5765 0.1318 -0.2875
H -1.997976 2.605793 -3.090632 -0.0532 -0.0426 -0.0900
C 4.234663 1.819495 -1.471733 -0.2309 0.0658 0.2166
H -2.787972 -3.907184 -2.149304 0.0778 -0.1046 0.0382
C -2.271772 4.645090 -0.110082 0.0316 -0.0656 -0.0237
C -3.685743 3.516843 1.460354 -0.0175 0.0875 -0.0398
C -2.152311 2.251666 0.114388 -0.3366 0.7751 0.0946
S -0.604871 -0.452730 3.087173 0.0723 0.0956 -0.6503
C -4.463032 -3.248739 -3.329381 -0.3491 -0.0902 -0.2861
C 4.067716 3.621255 1.368046 -0.0801 -0.1903 -0.1635
C -3.562393 0.496963 -1.853964 -0.7053 0.2135 -0.6216
C -3.569862 -3.515303 1.515793 0.1885 0.1522 -0.0103
C -2.070123 -3.232838 1.647992 -0.0606 0.1610 0.1202
C -5.787732 0.259423 -3.594050 -0.1182 0.0830 -0.0449
C -3.096610 -1.786131 -2.008318 -0.4623 -0.2134 -0.3925
H -0.150081 2.401900 -1.502303 -0.2017 0.3143 0.0162
C -0.242020 -3.660382 -1.679813 -0.1774 0.1241 0.0712
As 0.410695 1.531964 3.383912 0.6360 0.8472 1.2694
H -1.948963 5.568549 -0.570014 0.0913 0.0756 -0.0614
C 1.816926 -3.378069 -3.071990 -0.1181 -0.0822 -0.0807
H -1.938797 -2.141613 1.588756 -0.0900 -0.5187 0.0609
C 5.950848 1.101678 -2.984761 0.0303 -0.0150 -0.1148
H 6.041652 3.391380 4.654092 0.0547 -0.0073 0.0707
C -3.374603 -3.055078 -2.453638 0.3324 0.2160 0.2974
C -0.191087 -5.051056 -1.720675 -0.0647 -0.0679 0.0950
H -6.018688 2.336610 -3.253295 0.0037 0.0022 -0.0089
H -4.444564 3.564348 2.228235 -0.0636 -0.0083 0.0676
C 5.509957 3.464256 3.715256 0.1288 0.0573 0.0976
H 6.563121 -0.253022 1.384061 0.0027 -0.0599 -0.0075
H -4.296755 1.927130 3.606439 -0.1634 0.1352 0.0705
C -0.853778 -3.055167 -0.566116 0.1431 -0.5742 0.1515
C -2.408986 0.201907 -1.040066 0.3213 -0.9370 -0.1392
H 0.201371 -5.538593 -2.602226 0.1071 0.0002 -0.0901
H -6.098663 -2.421973 -4.426593 -0.0235 -0.0379 -0.0282
H -0.220554 -3.366268 -3.767944 0.0822 0.0319 0.0806
H -5.152913 0.714041 0.122039 -0.0866 -0.0225 -0.0190
H 6.547090 1.258859 -3.875573 -0.0436 -0.0357 -0.0437
H -0.462517 -3.495904 3.063409 0.0892 -0.0129 0.0602
C 5.952405 -0.882907 2.021370 -0.0029 0.2899 -0.1148
C -2.119939 -1.153637 -1.129075 -0.2181 0.8707 0.3191
H -2.023835 -3.155354 3.803645 -0.0491 0.0362 0.1099
C 5.179963 4.704410 3.198677 0.0126 0.1253 0.0263
H 2.828499 -1.159592 3.248004 0.0108 -0.0171 -0.1366
N -1.049577 -1.665862 -0.444653 -0.1584 1.1499 -0.1079
As 3.564059 0.737650 1.147730 0.7353 0.0407 0.3073
H -1.562147 -5.847249 1.246051 -0.0449 -0.0486 0.0960
C -4.328231 1.603168 -2.160728 0.5515 -0.2767 0.2992
H -4.198233 0.166033 3.639286 -0.1027 -0.1371 0.0320
H 2.393659 -2.993297 -2.236076 0.0926 0.0757 0.1183
H 6.258443 -3.532805 4.105888 0.0476 -0.0455 0.0156
H 3.460433 3.709065 0.475467 -0.0144 0.0019 0.0450
C 3.869228 -1.388493 3.058643 -0.3932 0.1548 -0.0215
Br 1.896643 -1.889867 0.452683 -0.2213 0.0916 -0.2090
H -1.903845 4.367475 -3.039375 -0.0665 0.1232 -0.0578
C 5.797527 -2.711081 3.572953 0.0484 -0.0748 0.0398
S 0.755460 2.277435 1.308370 -0.5514 -0.3015 -0.0414
H 0.780981 -1.122992 -3.898202 0.0252 -0.0104 -0.0879
H -3.764408 -4.584822 1.576300 -0.0599 -0.1800 0.0087
C -0.642141 -5.836425 -0.680620 -0.0386 -0.1152 -0.0406
H 5.593750 -1.066774 -0.417595 0.1180 0.0124 0.0088
C -3.732545 1.070382 3.249580 0.3202 -0.0825 -0.0956
H -0.736163 -1.083488 -3.002620 -0.0072 0.1321 -0.0402
C 4.594859 -0.616036 2.155882 0.1478 0.0285 -0.1139
H -0.572811 3.429789 -3.743286 0.0305 0.0067 -0.0938
C -5.123762 0.753856 1.208442 0.1802 -0.0699 -0.1196
C 4.403798 2.366615 1.870769 -0.0138 -0.0233 0.1239
H 3.424982 2.505065 -1.241706 0.1015 0.0238 0.0273
C -3.157028 2.287440 1.098432 0.2800 -0.2773 -0.2166
H 4.166306 5.743394 1.625798 -0.0207 0.0101 -0.0368
H 3.865779 -3.009232 4.446346 -0.0852 -0.0189 0.0772
H -4.120592 -3.016157 2.311399 -0.0918 0.0559 0.0977
H -5.784270 1.553091 1.540614 -0.1593 0.1061 0.0341
H -5.504298 -0.190500 1.599145 -0.0157 -0.0701 0.0566
C -5.271976 -2.228309 -3.753376 -0.1048 -0.1389 -0.0842
H 5.341889 1.346337 3.500380 0.0272 0.0795 0.0189
H 2.218058 -2.958513 -3.994649 0.0409 0.0431 -0.0713
C 0.407375 4.464659 -1.438254 -0.0798 -0.1635 0.0706
C 4.938764 1.986920 -2.650664 0.0591 0.1102 -0.1216
H -3.682302 5.631347 1.159442 -0.0142 0.0848 0.0463
N -1.587279 1.025484 -0.288833 -0.0811 -0.9988 0.0829
H -3.064563 0.171987 1.419903 -0.2203 0.2892 0.1218
H -4.657209 -4.256787 -3.672934 -0.0494 -0.0489 -0.0470
H 4.707279 2.816703 -3.308736 -0.0273 0.0106 0.0320
C -3.954784 -0.740847 -2.445461 -0.0568 0.0605 -0.0205
C -5.034210 -0.907770 -3.295300 0.2882 0.1312 0.2781
C -0.655902 3.377210 -1.577021 0.2201 -0.0597 -0.1100
H 5.455791 5.610478 3.723393 0.0233 0.0223 0.0248
H -2.732739 1.140659 3.671796 -0.0728 0.1126 0.0011
C 0.343919 -2.974304 -2.906732 0.2029 0.2409 -0.0973
H 0.000171 5.447580 -1.667451 -0.0237 0.1697 -0.0526
C 0.285377 -1.450573 -2.983047 -0.0737 0.0395 -0.0396
C -3.252513 4.684086 0.863675 -0.1628 0.1033 0.0568
H -6.646897 0.197280 -4.252126 -0.0115 0.0077 -0.0102
H 6.922245 -0.729118 -2.460917 -0.0012 -0.0864 -0.0063
C 4.456325 4.777452 2.020954 0.0334 0.1904 -0.0251
C -1.702942 3.440418 -0.487888 -0.0338 -0.3473 -0.0501
C -3.702618 1.018515 1.722243 -0.1529 -0.2538 0.1122
H -4.118431 2.571746 -1.735545 0.0525 0.1436 0.0802
H 0.793048 4.479811 -0.421886 0.1013 0.0593 0.0851
C -1.324276 3.448860 -2.952650 0.1237 -0.1520 0.1413
H -3.939634 -3.153718 0.557196 -0.0898 0.0244 -0.0688
C -1.329395 -3.861573 0.489462 -0.0499 0.3403 -0.0844
S 2.228284 1.245295 4.403090 0.2527 -0.3375 -0.2487
C -5.426327 1.455786 -3.030335 -0.4407 -0.0285 -0.3509
```
Positions in Å, forces in eV/Å.

Values from the calculation:
Net charge = -2
Relative energy (zero: lowest compared OMol25 entry of this formula, charge and spin) = 0.0 kcal per mole
Spin multiplicity = 1
Maximum force = 1.65 eV Å⁻¹
Gap between HOMO and LUMO = 5.804 eV
Highest occupied orbital energy = -1.864 eV